Entry from OMol25: a structure of composition C30H29AuF15GeN7O3S (the ωB97M-V functional and the def2-TZVPD basis).

XYZ file:
```
87
Properties=species:S:1:pos:R:3:forces:R:3:lowdin_charge:R:1
Au -1.29304 -0.58602 2.00133 -0.1157 0.0217 0.0628 0.858
N 2.80102 -0.46772 1.02484 0.0760 -0.1422 0.1685 0.092
C 2.88977 0.47655 0.04997 -0.2422 0.0189 -0.1089 -0.259
C 3.98579 1.48254 0.18857 -0.0627 0.0835 0.0991 -0.175
C 5.36564 0.82562 0.09554 0.3691 0.2375 0.1962 -0.181
C 5.84742 0.63270 -1.32849 -0.0361 -0.1242 -0.0838 -0.148
N 4.90485 -0.13603 -2.15333 0.1999 0.0273 -0.2804 0.094
C 4.72321 -1.44967 -2.09507 0.0249 -0.1116 0.0430 -0.431
N 5.34624 -2.17709 -1.17337 0.1011 0.1277 -0.0161 0.247
N 3.89751 -2.04781 -2.95828 0.1182 0.1579 -0.1270 0.215
C 1.07132 1.87110 0.13393 -0.2362 0.2298 0.0847 -0.499
O 1.16928 2.38650 -0.91504 0.0438 -0.1093 -0.0179 0.169
O 0.61743 1.64113 1.20468 0.1222 -0.0980 -0.0725 0.060
H 2.90562 -0.16121 1.98360 -0.0017 -0.0221 -0.0454 0.085
H 2.08249 -1.17289 0.91806 0.0133 0.0330 0.0039 -0.032
H 2.60534 0.13628 -0.94156 -0.0415 0.0182 0.1189 0.110
H 3.90702 1.97536 1.16420 -0.0358 -0.0463 -0.0165 0.129
H 3.87352 2.26886 -0.56098 0.0368 -0.0225 -0.0094 0.122
H 5.34451 -0.12065 0.64360 -0.0101 0.0773 0.0048 0.097
H 6.11203 1.44803 0.59401 -0.0097 0.0114 0.0058 0.127
H 6.83440 0.16368 -1.35204 -0.0546 -0.0800 -0.0723 0.132
H 5.95941 1.59668 -1.82262 -0.0272 -0.0074 0.0128 0.137
H 4.38816 0.36689 -2.85583 0.0204 -0.0071 -0.0136 0.163
H 5.94580 -1.74724 -0.49180 -0.0231 0.0421 -0.0421 0.116
H 5.24345 -3.17739 -1.14527 -0.0169 0.0279 -0.0474 0.102
H 3.48506 -1.54190 -3.72266 0.0522 0.0199 0.0019 0.136
H 3.70308 -3.03176 -2.89428 0.0696 0.0503 0.0383 0.106
O -2.74064 -0.17112 0.59346 0.0564 -0.0358 0.0520 -0.165
C -3.69476 0.63721 0.69798 -0.0438 0.0877 -0.0172 -0.452
C -3.72392 1.75487 1.67704 0.0004 -0.0339 0.0174 -0.087
C -2.90472 2.85070 0.92969 0.0198 -0.0030 0.0000 -0.151
C -3.27981 3.12908 -0.54241 0.0042 0.0001 -0.0127 -0.166
C -2.93965 2.03190 -1.57712 -0.0103 -0.0009 0.0104 -0.155
C -3.95997 0.87859 -1.64739 0.0173 0.0001 0.0002 -0.125
N -4.57252 0.71552 -0.30984 0.0599 0.0119 0.0127 0.101
H -3.25383 1.49903 2.62686 -0.0132 -0.0071 0.0112 0.103
H -4.74416 2.09032 1.86360 0.0001 0.0076 0.0002 0.133
H -1.84886 2.56836 0.97268 -0.0044 0.0087 -0.0014 0.094
H -3.00909 3.77440 1.49890 -0.0011 -0.0014 -0.0023 0.124
H -2.72496 4.02414 -0.82541 -0.0054 0.0024 -0.0020 0.119
H -4.33567 3.41146 -0.61778 -0.0001 -0.0031 0.0066 0.122
H -1.94782 1.63078 -1.35032 0.0033 0.0001 0.0010 0.104
H -2.86675 2.48912 -2.56403 0.0127 -0.0081 -0.0025 0.119
H -3.49448 -0.05661 -1.94779 -0.0135 -0.0051 -0.0188 0.115
H -4.77114 1.09077 -2.33961 -0.0064 0.0148 0.0110 0.130
H -5.30519 1.38882 -0.13957 -0.0277 -0.0222 -0.0021 0.143
N 1.14617 -0.04435 3.68194 0.0158 0.0015 0.0795 0.000
N 0.02085 -0.93977 3.60028 -0.0551 -0.0047 -0.0877 -0.141
H 1.47353 -0.01804 4.64274 -0.0228 0.0336 -0.0019 0.103
H 0.84506 0.88212 3.40382 0.0057 0.0008 -0.0237 0.060
H -0.52874 -0.93265 4.45821 0.0149 -0.0153 0.0245 0.110
H 0.40408 -1.87594 3.48379 -0.0323 -0.0005 -0.0164 0.058
F -3.39028 -2.80902 0.12518 0.0069 -0.1570 -0.0880 0.065
C -3.19619 -3.52225 -0.99935 0.0265 0.0458 0.0699 -0.238
C -1.99546 -4.19316 -1.16959 0.0002 -0.0037 0.0322 -0.147
C -1.83736 -4.91510 -2.33978 -0.0388 -0.0092 0.0028 -0.203
F -0.69845 -5.57979 -2.57801 0.0015 0.0127 0.0138 0.104
C -2.83048 -4.97665 -3.30326 0.0193 -0.0214 -0.0406 -0.132
F -2.65026 -5.67358 -4.41686 -0.0040 0.0222 0.0413 0.151
C -4.01741 -4.29097 -3.09902 -0.0109 -0.0056 -0.0255 -0.118
F -4.96906 -4.33144 -4.01256 0.0107 -0.0016 0.0121 0.168
C -4.20559 -3.55358 -1.93791 0.0253 -0.0012 0.0124 -0.135
F -5.33819 -2.88885 -1.74572 -0.0320 0.0212 0.0068 0.142
Ge -0.63198 -3.96976 0.19385 -0.1070 0.0199 0.0498 0.776
S -0.07032 -1.82062 0.21880 0.0668 -0.0541 -0.1062 0.389
C 0.97686 -5.01702 -0.21008 0.2435 0.1720 -0.1625 -0.130
C 0.94091 -6.37731 0.04989 -0.0508 0.0400 0.0242 -0.215
F -0.18480 -6.91464 0.52700 -0.0008 -0.0285 -0.0190 0.121
C 2.01441 -7.21944 -0.17349 0.0730 -0.1039 -0.0033 -0.125
F 1.93504 -8.51069 0.09642 0.0063 0.0534 -0.0141 0.167
C 3.18532 -6.68897 -0.69247 0.1556 -0.1349 -0.0301 -0.117
F 4.23083 -7.46625 -0.91574 -0.1061 0.0911 0.0188 0.170
C 3.25365 -5.33734 -0.98224 -0.3932 -0.1104 0.2067 -0.116
F 4.38710 -4.82317 -1.49812 0.0144 -0.0685 -0.1487 0.087
C 2.15926 -4.52484 -0.74625 -0.1242 -0.2467 0.1374 -0.212
F 2.29158 -3.22586 -1.08354 -0.1371 -0.0605 0.1326 0.030
C -1.24374 -4.53948 1.96432 -0.0060 -0.0150 -0.0222 -0.142
C -0.41937 -4.33094 3.05486 -0.0361 0.0570 0.0067 -0.240
F 0.78269 -3.72313 2.87412 0.0151 0.0024 0.0068 0.035
C -0.75348 -4.69180 4.34348 0.0165 0.0040 0.0056 -0.143
F 0.06772 -4.42633 5.35684 0.0140 0.0043 0.0084 0.136
C -1.96604 -5.32588 4.56688 -0.0093 -0.0157 0.0298 -0.121
F -2.30884 -5.68175 5.78907 0.0029 0.0032 -0.0029 0.173
C -2.81051 -5.58532 3.49952 -0.0083 0.0007 -0.0032 -0.127
F -3.96031 -6.20351 3.70624 0.0072 0.0061 -0.0085 0.164
C -2.44068 -5.19442 2.22132 0.0709 -0.0091 0.0382 -0.210
F -3.27680 -5.49778 1.23271 -0.0206 0.0497 -0.1065 0.128
```
Positions in Å, forces in eV/Å.

Values from the calculation:
net charge: +2
ΔE to the lowest compared entry with this formula, charge and spin: 0.00 kJ/mol
⟨S²⟩: 2.0099
energy: -159943.549 eV
multiplicity: 3

Entry from OMol25: a structure of composition C20H16AuNO5P (the ωB97M-V functional and the def2-TZVPD basis).

XYZ file:
```
44
Properties=species:S:1:pos:R:3:forces:R:3:lowdin_charge:R:1
Au -0.23487 -1.73482 2.11587 0.1925 -0.4733 0.2358 0.901
N 1.24004 -0.10387 2.88185 0.1473 -0.0240 0.0973 -0.008
C 1.62196 0.95178 1.99338 -0.0021 -0.0318 0.0642 -0.289
C 2.57445 1.88914 2.38992 0.0210 -0.0024 -0.0045 -0.036
C 2.95705 2.91219 1.54194 -0.0095 -0.0023 0.0042 -0.088
C 2.38215 3.01584 0.28121 -0.0006 -0.0006 0.0000 -0.086
C 1.44069 2.08476 -0.11695 0.0229 -0.0067 -0.0262 -0.088
C 1.05393 1.03732 0.71967 -0.0538 0.0061 -0.0236 -0.278
P -0.18147 -0.21773 0.18851 -0.0098 0.1632 -0.1455 1.047
C -1.68336 0.80817 -0.00182 0.0145 0.0054 -0.0075 -0.346
C -1.90125 1.66997 -1.07691 0.0020 0.0415 -0.0003 -0.107
C -3.04464 2.44962 -1.13110 -0.0157 0.0043 0.0138 -0.090
C -3.98386 2.37797 -0.10846 0.0063 0.0020 -0.0140 -0.097
C -3.77730 1.52028 0.95993 0.0043 -0.0047 0.0098 -0.079
C -2.63446 0.73160 1.01259 -0.0173 0.0048 -0.0005 -0.082
C 0.32485 -0.58471 -1.51867 0.0024 0.0193 -0.0146 -0.358
C 1.67285 -0.73874 -1.83941 -0.0127 -0.0059 -0.0052 -0.085
C 2.05012 -1.16424 -3.10374 0.0050 0.0083 0.0105 -0.084
C 1.08739 -1.44981 -4.06093 -0.0053 0.0034 0.0014 -0.095
C -0.25676 -1.32006 -3.74236 -0.0002 -0.0134 -0.0111 -0.085
C -0.63688 -0.89769 -2.47805 -0.0061 -0.0307 -0.0283 -0.097
H 2.02571 -0.58142 3.30556 0.0668 0.0807 -0.0264 0.106
H 0.55668 0.13251 3.60442 -0.0746 0.0023 -0.0491 0.061
H 3.00777 1.80556 3.37926 0.0014 0.0006 0.0001 0.110
H 3.69791 3.63244 1.86528 0.0041 -0.0028 0.0016 0.100
H 2.67177 3.81518 -0.38885 0.0001 0.0014 0.0005 0.100
H 1.00850 2.15573 -1.10758 0.0002 -0.0054 0.0016 0.101
H -1.18220 1.72021 -1.88628 -0.0146 0.0081 0.0250 0.097
H -3.20596 3.11161 -1.97294 -0.0022 0.0029 0.0000 0.098
H -4.87977 2.98480 -0.15265 -0.0004 0.0018 -0.0014 0.097
H -4.51013 1.44962 1.75335 -0.0001 0.0019 0.0006 0.104
H -2.48047 0.04671 1.84104 0.0030 -0.0031 -0.0011 0.077
H 2.43245 -0.54301 -1.09308 0.0033 0.0084 0.0183 0.110
H 3.10053 -1.28696 -3.33520 -0.0016 -0.0006 0.0015 0.101
H 1.38298 -1.78922 -5.04544 -0.0004 -0.0012 -0.0007 0.097
H -1.01544 -1.56229 -4.47564 -0.0014 -0.0019 -0.0026 0.101
H -1.68955 -0.81995 -2.23346 0.0246 -0.0181 -0.0094 0.108
O -1.29673 -5.47835 0.74611 0.0001 0.0120 -0.0063 0.038
C -0.75147 -4.47493 1.16053 0.1913 -0.0096 0.0263 -0.584
O -1.40501 -3.42794 1.57555 -0.2190 -0.0592 0.0411 -0.182
C 0.82785 -4.39348 1.21488 -0.1710 0.0363 -0.0535 -0.617
O 1.48076 -5.37411 0.90390 0.0049 -0.0045 0.0149 0.022
O 1.31341 -3.25902 1.58530 0.0499 0.1356 -0.0807 -0.187
O -1.16020 -1.10068 3.84945 -0.1495 0.1519 -0.0558 -0.526
```
Positions in Å, forces in eV/Å.

Values from the calculation:
net charge: -1
ΔE to the lowest compared entry with this formula, charge and spin: 21.96 kJ/mol
⟨S²⟩: 2.0189
energy: -45707.169 eV
multiplicity: 3

Entry from OMol25: an isolated molecule of C7H11NO in a non-equilibrium geometry (the ωB97M-V functional and the def2-TZVPD basis).

XYZ file:
```
20
Properties=species:S:1:pos:R:3:forces:R:3:lowdin_charge:R:1
C -0.92794 2.42323 0.09725 -0.1129 0.0184 0.1433 0.015
C 1.35349 -0.26343 -1.37379 -0.1382 0.0306 0.1622 -0.052
C -1.06369 -1.08793 -0.10299 0.2938 -2.6434 0.0491 -0.202
C -0.69044 0.98688 0.38800 -1.3906 0.9303 1.0062 -0.286
C 1.07770 -0.68563 0.06042 0.2433 -0.0814 0.0084 -0.516
C -1.73364 -2.15950 0.27974 -0.4646 0.1638 0.0507 0.012
C 0.52137 0.44558 1.00857 -0.2584 -0.0627 -0.7764 -0.069
O -1.65301 0.17076 0.07912 2.2269 1.5613 -0.5274 0.074
N 1.78429 -1.56873 0.67811 -0.1120 0.2230 -0.1104 0.083
H 2.39981 -2.06478 0.03360 -0.1809 0.0061 -0.0385 0.037
H -0.06294 2.84889 -0.41980 -0.0012 -0.0881 0.0683 0.100
H -1.05405 2.98424 1.02767 0.0616 0.0053 -0.0172 0.100
H -1.82105 2.55399 -0.51170 0.0376 -0.0545 0.0216 0.094
H 1.58688 -1.14032 -1.97724 -0.0005 0.0189 0.0546 0.082
H 2.20824 0.42011 -1.39847 0.0258 -0.0367 0.0053 0.083
H 0.50155 0.23781 -1.83605 -0.0753 0.0221 0.0289 0.073
H -1.31128 -3.14170 0.11544 0.0951 0.0624 -0.0035 0.051
H -2.72018 -2.11177 0.73100 -0.0373 -0.0385 0.1012 0.051
H 1.27687 1.21804 1.16738 -0.0533 0.0268 -0.0999 0.130
H 0.32801 -0.06574 1.95375 -0.1590 -0.0635 -0.1264 0.140
```
Positions in Å, forces in eV/Å.

Values from the calculation:
ΔE to the lowest compared entry with this formula, charge and spin: 506.92 kJ/mol
energy: -10970.022 eV

Entry from OMol25: a cluster of 2 separate species, C2H5OS in total (the ωB97M-V functional and the def2-TZVPD basis).

XYZ file:
```
9
Properties=species:S:1:pos:R:3:forces:R:3:lowdin_charge:R:1
S 0.65652 -2.52329 -1.42804 -0.0548 0.0709 -0.0089 -0.319
H 1.58127 -3.10688 -2.20451 0.0213 0.0053 -0.0562 -0.505
O 0.52272 -0.22222 1.77901 -0.3565 0.0240 0.5204 0.005
C 0.30807 0.25299 0.69482 0.7063 0.1499 0.3222 -0.371
C -0.81894 1.21184 0.39948 0.1356 -0.0278 -0.7647 -0.064
H 1.02533 0.03611 -0.10885 -0.2685 -0.0993 -0.3353 0.048
H -0.89960 2.02627 1.11341 0.0830 -0.1244 0.3279 0.066
H -1.77012 0.68609 0.33544 -0.0301 -0.0852 0.0661 0.076
H -0.60524 1.63909 -0.58076 -0.2362 0.0866 -0.0715 0.064
```
Positions in Å, forces in eV/Å.

Values from the calculation:
net charge: -1
ΔE to the lowest compared entry with this formula, charge and spin: 34.08 kJ/mol
energy: -15038.220 eV

Entry from OMol25: a cluster of 2 separate species, C3H6N2O2 in total (the ωB97M-V functional and the def2-TZVPD basis).

XYZ file:
```
13
Properties=species:S:1:pos:R:3:forces:R:3:lowdin_charge:R:1
O 0.42910 0.74218 1.76532 -0.3757 -0.1122 -0.3189 0.079
C -0.41622 0.46163 0.95327 0.3698 0.1997 0.2658 -0.468
C -0.55686 1.05192 -0.44471 0.1186 0.0812 0.0371 -0.065
O -1.71622 0.38358 -0.96398 -0.0714 -0.0940 -0.0057 -0.009
C -2.08811 -0.45884 0.00252 -0.0463 -0.0894 0.1241 -0.180
N -1.44137 -0.50001 1.10823 -0.0725 0.0727 -0.2404 0.166
H 0.31659 0.78042 -1.04329 -0.1281 0.0639 0.0905 0.113
H -0.73068 2.12931 -0.44234 0.0297 -0.1257 0.0395 0.141
H -2.95176 -1.07165 -0.23534 0.0807 0.0654 0.0270 0.143
N 2.08775 -0.76985 -0.34975 0.1640 -0.1089 0.0838 0.028
H 2.18999 -0.23201 0.50786 0.0048 -0.0284 -0.0926 0.009
H 2.99807 -0.79547 -0.79971 -0.1030 -0.0105 0.0452 0.018
H 1.87972 -1.72119 -0.05807 0.0296 0.0862 -0.0554 0.025
```
Positions in Å, forces in eV/Å.

Values from the calculation:
ΔE to the lowest compared entry with this formula, charge and spin: 151.03 kJ/mol
energy: -10283.232 eV

Entry from OMol25: a cluster of 2 separate species, C4H11S in total in a non-equilibrium geometry (the ωB97M-V functional and the def2-TZVPD basis).

XYZ file:
```
16
Properties=species:S:1:pos:R:3:forces:R:3:lowdin_charge:R:1
C -5.19304 -0.88103 -3.65149 0.6229 -2.1642 0.7096 -0.734
S -5.13189 -0.14497 -1.86977 -0.1890 -0.8733 -1.5365 -0.187
H -6.20784 -0.93487 -4.11479 0.6353 0.1991 0.4934 -0.032
H -4.71854 -2.00095 -3.80515 -1.1562 2.3753 0.7791 0.023
H -4.54123 -0.28489 -4.26387 0.0907 0.4628 -0.4444 -0.071
C 1.19564 -0.24479 1.90625 0.1778 -1.0603 -0.6214 -0.131
C 2.74173 0.04499 1.99145 -2.5463 3.4658 -0.5740 -0.296
C 3.11751 1.25619 1.05062 2.7519 0.0219 1.3554 -0.134
H 1.00364 -0.56988 0.79783 -0.0311 0.8648 2.0303 0.102
H 0.99107 -1.15898 2.51854 -0.0282 0.6710 -0.4381 0.058
H 0.47477 0.54932 2.25903 1.0347 -0.6461 -0.6558 0.077
H 3.11153 0.35937 2.96029 -0.2907 -0.3374 0.5092 0.082
H 3.18851 -0.85364 1.71751 1.2435 -1.3020 -0.6902 0.061
H 4.24175 1.46067 1.21489 -1.1922 -0.7836 -0.7989 0.078
H 2.82216 2.28676 1.27481 -1.1147 -0.4997 0.6001 0.057
H 2.90423 1.11671 0.01384 -0.0083 -0.3941 -0.7178 0.045
```
Positions in Å, forces in eV/Å.

Values from the calculation:
net charge: -1
ΔE to the lowest compared entry with this formula, charge and spin: 171.07 kJ/mol
energy: -15161.030 eV